[1]
C9H14AlBeBr8Cl4CsF6KNO8PS2Si2 | ωB97M-V/def2-TZVPD

* HOMO energy: -13.954 eV
* molecular weight: 1518.52 g/mol
* LUMO level: -12.952 eV
* energy: -26632.81944 a.u.
* multiplicity: 1
* total charge: +3
* orbital gap: 1.001 eV

Geometry as XYZ:
```
59
Properties=species:S:1:pos:R:3:forces:R:3:mulliken_charge:R:1
Cs -2.400890 -2.886182 3.589325 -1.723 -2.218 1.228 1.05
F -3.017537 3.704005 -3.774532 -0.029 -0.148 0.082 -0.29
O 4.732699 0.980786 2.095856 -0.351 -0.042 -0.311 -0.64
C -0.206362 3.597545 -1.365438 -0.070 -0.435 -0.270 -0.63
H -2.325548 3.701218 -1.112025 -0.236 0.196 -0.147 0.46
C 2.987581 -1.244776 -5.027218 0.172 -0.009 -0.080 -0.36
H 0.347833 -2.821878 1.342141 -0.078 -0.279 -0.448 0.10
C -6.733060 -3.656624 -6.452637 -0.198 0.080 0.373 -0.38
O 0.950377 0.964116 -0.827402 -1.121 -0.224 0.250 0.30
O -4.406299 1.287293 5.829057 0.035 -0.071 0.110 -0.30
Cl 3.833424 1.258131 6.358817 0.011 0.052 -0.010 -0.03
O 3.950921 -1.251944 2.659579 0.168 0.014 0.066 -0.45
F -0.280511 1.525203 -3.779305 -0.221 0.314 0.732 0.05
Si 1.426393 -0.354914 -0.005988 1.095 0.041 -0.456 0.24
H -7.685195 -3.205528 -6.699101 0.013 0.062 -0.106 0.49
Si 0.171886 2.270984 -0.091738 0.144 0.890 0.063 0.09
F -0.211137 3.628552 -4.324704 0.508 0.474 0.145 -0.21
H -1.710882 4.848683 -2.297413 0.014 0.008 -0.065 0.41
Cl 2.392455 0.038172 8.524861 -0.020 -0.040 0.062 -0.08
Br 4.152206 -1.583923 -3.541125 0.024 0.008 0.062 0.00
O -4.722120 -6.236570 4.903057 -0.091 -0.128 0.008 -0.35
H -5.226254 -6.982504 5.292801 0.146 0.215 -0.081 0.34
Br -1.805991 2.170512 -5.872009 -0.005 -0.147 0.092 -0.09
F 5.907389 -1.220416 0.512084 0.014 -0.017 -0.097 -0.22
Br -6.886304 -4.496407 -4.762808 0.072 -0.033 -0.019 0.10
F 7.438398 -0.268592 1.720958 0.082 0.007 -0.060 -0.18
P -0.218604 -1.564143 1.074631 -0.162 0.814 0.541 -0.03
Cl 4.000938 -1.595910 6.774012 0.045 -0.046 -0.050 -0.08
O -4.036614 0.398638 7.635208 -0.018 0.054 -0.098 -0.26
C 6.372437 -1.039708 1.750128 -0.142 -0.122 0.044 0.61
H 2.094158 3.303496 0.507699 0.006 0.420 0.130 0.30
S 5.092921 -0.218703 2.774835 0.220 0.558 0.129 1.20
O -4.764256 2.469201 7.649671 0.014 -0.041 -0.010 -0.29
C -2.101377 2.970394 -3.095508 0.033 0.922 -0.070 1.01
H 0.526373 3.514804 -2.166565 0.169 0.141 0.031 0.47
Be -5.318789 -3.170441 -9.308029 -0.227 -0.321 0.486 0.54
S -0.804972 -0.741738 2.783684 1.599 2.122 -0.876 -0.52
Br -6.343082 -4.954787 -7.842363 0.230 0.175 -0.531 0.19
Br -3.102617 1.359260 -2.523336 -0.196 1.656 1.511 -0.29
C 2.972843 -0.167364 6.885909 -0.014 0.025 0.058 0.28
C -4.424973 1.449586 7.073090 -0.016 0.039 -0.017 0.84
O 5.611512 -0.145027 4.091803 -0.044 -0.335 0.211 -0.55
Br 3.924334 -1.257626 -6.692689 0.017 0.032 -0.033 0.01
H 2.091167 -1.265114 -0.948873 -0.153 -0.202 0.033 -0.11
H 2.278924 0.015708 1.130812 -0.147 -0.117 0.134 -0.16
H -1.022213 1.806660 0.647762 0.000 -0.204 -0.149 -0.11
Br -5.407287 -2.232889 -6.484798 -0.068 -0.056 -0.416 0.10
H -1.362661 -1.793069 0.282377 0.224 -0.315 -0.285 0.07
H 1.555576 2.484404 1.771402 -0.172 0.203 0.278 0.24
H 0.042591 4.504442 -0.812014 0.038 0.057 -0.033 0.49
H 2.265302 -2.045412 -5.057585 -0.050 -0.013 0.013 0.33
Br 1.996963 0.398619 -4.772221 0.226 -0.370 -0.093 0.02
Al 2.646583 -2.284771 3.241538 0.063 -0.103 0.240 0.55
K -2.499755 -0.656422 -4.148201 0.784 -1.593 -1.475 0.91
C -0.994469 2.605477 -4.119832 -1.126 -0.680 -1.040 -0.23
Cl 1.554503 -0.423002 5.806853 -0.067 0.017 -0.177 -0.08
C -1.616393 3.826964 -1.930785 0.172 -0.482 0.602 -1.08
N 1.234527 3.060559 0.998301 0.372 -0.760 -0.183 -0.55
F 6.674756 -2.221419 2.273391 0.035 -0.044 -0.031 -0.21
```
Forces are in eV/Å.



[2]
C2H3N2OS3 | ωB97M-V/def2-TZVPD

* HOMO energy: -4.209 eV
* molecular weight: 167.26 g/mol
* LUMO level: 3.419 eV
* energy relative to the best compared isomer or geometry (same formula, charge and spin): 3.8 kcal per mole
* energy: -1457.28260 a.u.
* multiplicity: 1
* total charge: -1
* orbital gap: 7.628 eV

Geometry as XYZ:
```
11
Properties=species:S:1:pos:R:3:forces:R:3:mulliken_charge:R:1
S 3.040225 -1.097279 -0.239276 -0.118 -0.002 0.399 -0.45
N 0.439136 -1.133515 0.299453 -0.729 1.853 0.217 -0.20
C -0.858164 -0.495789 0.362808 0.256 2.109 1.334 -0.17
S -1.881985 -0.505789 -1.004312 -0.127 -0.968 0.398 -0.52
H 0.310507 -1.999653 -0.149029 0.951 -1.242 -0.614 0.25
H -1.597350 1.531379 -1.072992 1.091 -1.220 0.816 0.24
N -0.246060 1.410651 0.494860 -1.679 -2.148 0.992 -0.31
C 1.551533 -0.401234 0.156015 1.228 -1.855 -1.345 0.21
O -1.015356 2.049779 -0.436189 0.400 2.449 -0.543 -0.32
S 1.456072 1.280339 0.159297 -0.942 0.493 -0.316 0.01
H -1.198555 -0.638894 1.429361 -0.330 0.532 -1.337 0.26
```
Forces are in eV/Å.



[3]
C4H9N4 | ωB97M-V/def2-TZVPD

* HOMO energy: -14.022 eV
* molecular weight: 113.14 g/mol
* LUMO level: -4.373 eV
* energy relative to the best compared isomer or geometry (same formula, charge and spin): 82.3 kcal per mole
* energy: -376.47586 a.u.
* multiplicity: 1
* total charge: +1
* orbital gap: 9.649 eV

Geometry as XYZ:
```
17
Properties=species:S:1:pos:R:3:forces:R:3:mulliken_charge:R:1
N 2.476384 -1.170530 0.044825 0.908 -0.405 -0.601 -0.63
H 2.324689 2.141823 0.111316 -0.812 -1.970 -0.847 0.35
C -2.684591 -0.592820 0.159488 -3.023 1.149 -0.045 -0.85
H -3.323065 -1.480159 -0.110043 1.193 0.520 -0.173 0.31
N 1.229584 -0.948725 0.128190 0.064 2.821 -0.113 0.39
H 4.129253 0.083374 -0.087524 1.075 0.168 -0.189 0.46
H -0.630188 1.778476 -0.472519 0.651 -2.551 0.802 0.32
C 3.082395 0.025851 -0.102651 -1.128 -0.887 0.715 -0.34
N 0.952255 0.380616 0.057204 0.650 -0.539 -0.132 0.23
H -1.384523 -0.667894 -1.494587 -0.014 0.791 0.739 0.22
C -0.433292 0.760268 0.128676 -3.193 0.627 -3.383 -0.36
N -1.348150 -0.599992 -0.465503 1.885 2.253 2.431 -0.45
C 2.129850 1.023735 -0.078146 -0.012 1.665 1.086 -0.01
H -2.774730 -0.608370 1.306091 1.010 0.262 -1.711 0.31
H -0.756074 1.052740 1.117739 -0.102 -0.872 0.454 0.37
H -3.379646 0.300241 -0.226167 1.641 -1.588 0.921 0.30
H 0.389843 -1.478641 -0.016391 -0.792 -1.443 0.046 0.37
```
Forces are in eV/Å.



[4]
C33H31AsBrIN5O7STi | ωB97M-V/def2-TZVPD

* HOMO energy: -2.424 eV
* molecular weight: 971.30 g/mol
* LUMO level: 1.406 eV
* energy relative to the best compared isomer or geometry (same formula, charge and spin): 61.6 kcal per mole
* energy: -8431.98597 a.u.
* multiplicity: 1
* total charge: -1
* orbital gap: 3.830 eV

Geometry as XYZ:
```
81
Properties=species:S:1:pos:R:3:forces:R:3:mulliken_charge:R:1
O -0.626839 2.871825 0.464899 0.468 -1.448 -0.371 0.82
C -3.813849 -0.468297 -0.491548 0.101 0.064 0.144 1.38
H -3.123427 4.445111 -0.760686 0.097 0.054 0.016 0.29
C 0.865468 -3.507999 1.441574 -0.120 -0.005 -0.105 0.77
C 0.525935 -1.274543 -2.201779 -0.015 0.034 0.518 -0.65
C 0.628438 2.941490 4.234455 0.032 -0.084 -0.025 -0.74
C 3.132982 -3.249202 1.262144 -0.039 0.001 0.135 -0.42
C -2.177637 -1.680534 -2.445618 0.110 0.029 0.048 1.08
C 0.042133 -2.070226 -3.234717 -0.138 -0.427 -0.283 -1.27
O 1.911711 0.915186 -1.025805 0.186 -0.313 -0.633 0.45
I -3.030199 4.015129 3.601817 -0.671 -0.391 1.072 -0.77
H -2.506866 -3.239697 1.815649 0.010 0.023 -0.020 0.46
C 3.171250 0.172180 -3.800094 -0.507 -0.024 -0.031 -1.34
C -2.437724 -0.235751 -0.491300 -0.141 -0.069 0.056 -0.39
H 4.674383 0.070176 -1.192919 0.002 0.007 0.021 0.35
N -0.494677 -1.618604 2.196630 0.009 0.220 -0.321 0.12
H 4.264782 -4.855075 0.342145 0.010 0.011 0.038 0.40
C 4.596776 1.111656 -1.506122 -0.216 -0.113 0.277 -1.32
H 3.999313 -2.622208 1.451922 0.025 -0.025 -0.062 0.46
C -1.524515 4.875580 1.222070 1.204 0.452 -1.447 -1.87
C -4.556700 0.129648 0.547222 0.032 -0.070 0.010 -1.32
H -1.711545 -2.899222 -4.161098 0.032 0.002 -0.019 0.45
C 0.907531 -4.793063 0.847002 0.022 0.089 0.079 1.00
C 3.291841 3.220982 -2.894152 -0.490 0.118 0.103 -1.20
H 0.655864 -1.831742 3.888341 -0.020 -0.001 -0.008 0.42
H 2.247868 -6.268498 0.016755 -0.002 0.026 -0.043 0.41
H -0.097606 -0.070886 5.580374 0.026 -0.017 -0.011 0.53
H 3.498502 -0.781194 -3.388853 0.051 0.021 0.033 0.40
H 5.415534 1.346413 -2.186929 -0.038 0.019 -0.053 0.42
O 0.874916 3.194764 -1.516186 -0.318 -0.658 -0.670 -0.32
C -0.412014 -2.941954 1.788234 0.194 0.095 0.148 -0.36
O 0.933518 1.746867 -3.477605 -0.033 0.206 0.423 -0.69
C -4.383565 -1.291020 -1.517889 0.043 0.061 0.024 -1.03
C -1.595684 -0.873816 -1.460104 -0.119 -0.068 0.213 0.21
H -2.396189 -5.546149 0.904796 -0.007 0.024 -0.024 0.39
C 0.589980 1.230042 2.517372 0.174 0.076 0.339 -0.08
H 4.669901 1.740473 -0.618753 0.031 -0.003 -0.006 0.38
C 3.285085 -4.513149 0.649278 0.054 0.020 -0.033 -0.63
C -1.549846 3.827255 0.386662 -0.205 1.099 0.177 0.77
N -0.261054 -0.664392 -1.331790 -0.562 -0.521 -0.692 0.93
C -3.912957 0.875645 1.495986 -0.244 -0.238 0.073 -0.98
H 1.083663 3.263324 2.162731 -0.032 0.049 0.029 0.58
C -0.286545 -5.529267 0.666581 0.045 -0.058 -0.056 -1.04
O -0.538440 3.687651 -3.454231 -0.053 -0.145 -0.084 -0.72
H -5.627987 -0.031866 0.588182 0.001 0.064 0.018 0.44
C -1.548742 -3.680129 1.569006 -0.062 -0.088 0.014 -0.41
H -2.003390 1.668504 2.128160 -0.157 0.247 -0.092 -0.25
S 0.072390 2.671605 -2.652739 -0.305 0.991 -1.051 0.77
C 2.176645 -5.280449 0.458136 -0.058 -0.093 0.014 -0.73
N -1.819795 0.558618 0.407787 -0.437 -0.325 -0.588 1.68
H -0.238398 -6.519700 0.229401 0.020 0.002 0.015 0.39
C -2.530660 1.076240 1.388547 0.349 -0.011 0.110 0.20
H 4.232105 3.174992 -3.442039 0.018 -0.113 0.017 0.47
C 0.286272 1.989668 5.181239 0.053 -0.015 0.108 -0.24
H 0.750562 3.974580 4.526262 -0.034 0.016 -0.060 0.42
H 1.585670 -1.157535 -2.040361 0.020 0.156 -0.045 1.15
C 0.811002 2.547918 2.924268 -0.040 0.162 -0.119 -0.34
C -3.601175 -1.853459 -2.461238 -0.042 -0.147 -0.111 -1.13
C 0.147872 -1.159141 3.185293 0.030 -0.082 0.096 -0.61
H -5.455342 -1.448954 -1.526968 0.004 0.029 0.018 0.43
Ti 0.096042 1.310532 -0.387160 -0.048 2.304 2.663 -0.69
C 0.143987 0.668299 4.826499 -0.050 0.012 0.087 -0.53
H 3.973861 0.601528 -4.398621 0.013 0.010 0.020 0.44
H -4.437636 1.330881 2.325240 0.097 0.137 -0.008 0.40
O -0.970450 1.773792 -1.987207 -0.006 0.028 -0.829 -0.42
H -2.200580 5.703205 1.076572 -0.193 -0.120 0.235 0.31
C -1.310283 -2.279689 -3.368295 0.179 0.148 0.104 -1.02
H -2.436712 2.971521 -1.230746 0.004 0.288 -0.099 0.12
H 0.743966 -2.531272 -3.916995 0.008 0.016 0.020 0.52
N 1.984738 -2.768938 1.654923 -0.019 0.005 -0.095 -0.26
As 2.845096 1.416750 -2.351932 1.612 0.033 -0.071 0.63
C 0.270378 0.276978 3.494224 -0.111 -0.330 -0.118 0.62
H -0.633823 5.044691 1.805382 -0.169 -0.068 0.272 0.29
H 2.498835 3.658614 -3.487747 0.083 0.025 -0.098 0.36
Br 0.057546 2.505698 6.993695 -0.004 -0.025 -0.049 -0.25
O 0.769735 0.906779 1.238499 0.343 -0.510 0.707 -0.12
H -4.036387 -2.463464 -3.244048 0.028 -0.013 0.007 0.41
H 3.407003 3.802577 -1.982728 0.071 -0.007 0.005 0.32
N -2.626817 3.618452 -0.480868 -0.168 -0.893 -0.064 -0.29
H 2.276011 0.048580 -4.401144 0.038 -0.013 -0.062 0.37
C -1.481034 -4.981329 1.033066 -0.055 0.060 0.050 -0.78
```
Forces are in eV/Å.



[5]
C4H8O3Pm | ωB97M-V/def2-TZVPD

* HOMO energy (alpha / beta): -26.149 / -26.144 eV
* molecular weight: 249.11 g/mol
* LUMO level (alpha / beta): -22.183 / -20.579 eV
* energy relative to the best compared isomer or geometry (same formula, charge and spin): 0.0 kcal per mole
* energy: -989.27368 a.u.
* multiplicity: 6
* total charge: +4
* orbital gap (alpha / beta): 3.966 / 5.565 eV

Geometry as XYZ:
```
16
Properties=species:S:1:pos:R:3:forces:R:3:mulliken_charge:R:1
C -0.422143 0.959489 0.696572 -1.179 0.344 0.270 -0.41
Pm 6.476271 -1.093600 3.183207 -1.416 0.769 -1.875 2.77
O 3.038078 0.584517 2.048637 0.220 0.578 0.019 -0.12
C 3.855947 0.254366 1.094920 -3.362 0.130 -1.611 0.90
H 3.859655 -1.460899 -0.945562 -0.083 0.205 -0.023 0.38
O 3.402294 0.386769 -0.087592 0.096 0.601 1.700 -0.21
H 3.429197 -0.105768 -2.052526 0.180 -0.048 0.144 0.25
H -1.642928 1.047084 0.141031 -0.024 -0.026 -0.098 0.33
H -0.579073 0.178875 1.448125 0.270 0.107 -0.193 0.36
C 3.988618 -0.396256 -1.162885 0.725 -0.524 -1.192 -0.66
C -0.658903 0.707914 -0.638089 0.679 -0.149 -0.136 -0.29
O 4.883891 -0.352278 1.419580 4.603 -1.884 3.133 -0.63
H -0.262169 1.984425 1.049547 0.160 -0.258 -0.105 0.36
H -0.817473 -0.318430 -0.978164 -0.306 0.290 0.013 0.32
H -0.530210 1.504523 -1.374383 -0.282 -0.138 0.094 0.32
H 5.046488 -0.131280 -1.254051 -0.280 0.002 -0.141 0.34
```
Forces are in eV/Å.